[1]
Density functional theory data (ωB97M-V/def2-TZVPD) for one molecule with the formula C23H23N3O5S.

```
55
Properties=species:S:1:pos:R:3:forces:R:3:lowdin_charge:R:1
C -5.454781 -3.375080 1.178402 -0.04 0.10 -0.22 -0.109
C -5.662448 -2.310575 0.107599 -0.01 0.09 0.18 -0.261
C -5.192350 -0.921887 0.543310 0.35 -0.19 -0.28 -0.180
C -3.672651 -0.798739 0.603564 -0.29 0.17 0.33 -0.202
O -3.172573 -0.947785 -0.714062 -0.14 -0.07 -0.15 -0.038
C -1.843678 -0.819584 -0.926873 0.39 0.02 -0.19 -0.249
C -1.417585 -0.943902 -2.251980 -0.21 0.00 0.14 -0.002
C -0.084450 -0.802675 -2.569410 -0.01 0.04 0.02 -0.068
C 0.850215 -0.531831 -1.582269 0.04 0.03 0.14 -0.033
C 0.436891 -0.432588 -0.264329 0.00 -0.08 -0.21 -0.166
C 1.418790 -0.091167 0.836553 -0.48 0.04 0.11 -0.149
C 1.638340 1.402272 0.899995 0.77 -0.10 -0.03 0.010
C 0.512517 2.282374 1.254094 0.09 0.07 -0.07 -0.279
O -0.398405 1.888168 1.965378 0.21 0.07 -0.10 0.105
C 0.535197 3.625905 0.704953 -1.10 0.81 0.58 -0.179
C -0.263665 4.708442 1.009596 0.47 -0.82 -0.05 0.033
C 0.159405 5.755351 0.175648 0.45 -0.16 -0.38 -0.006
C 1.177412 5.247279 -0.593550 -0.46 0.73 0.13 -0.301
C 2.005420 5.873460 -1.654470 0.05 -0.35 0.11 0.004
O 1.402011 3.967177 -0.278247 0.20 -0.17 -0.26 0.090
C 2.937618 1.670479 0.650097 -0.56 0.05 0.21 -0.156
O 3.620849 2.816870 0.633074 0.17 -0.17 -0.01 0.124
C 3.665830 0.400008 0.431403 0.20 -0.07 0.01 -0.374
O 4.849945 0.280575 0.181816 -0.05 0.24 0.02 0.049
N 2.750803 -0.598995 0.581530 -0.14 0.52 0.05 0.024
C 3.040711 -1.922478 0.451360 1.09 -0.76 -0.27 -0.552
N 2.193551 -2.876584 0.640539 -0.81 1.60 0.31 0.040
N 2.720561 -4.079523 0.455262 0.17 -1.57 -0.10 -0.005
C 3.960095 -4.077770 0.127201 0.49 0.82 -0.12 -0.636
C 4.762343 -5.292458 -0.127423 0.17 -0.12 -0.05 -0.088
S 4.649337 -2.456987 0.007433 -0.74 -0.60 0.17 1.131
C -0.902002 -0.575800 0.067167 -0.24 -0.03 0.04 0.041
H -5.859036 -4.327697 0.844140 0.00 -0.13 0.05 0.069
H -4.398922 -3.516068 1.393831 0.11 -0.07 0.08 0.065
H -5.960044 -3.093011 2.100126 -0.04 -0.02 0.13 0.072
H -5.126421 -2.591055 -0.799998 -0.09 -0.01 -0.08 0.105
H -6.726102 -2.255907 -0.134288 0.02 -0.02 -0.09 0.104
H -5.560409 -0.180727 -0.168262 -0.01 0.11 0.07 0.114
H -5.597928 -0.683213 1.528104 -0.02 0.07 0.04 0.115
H -3.393725 0.186514 1.000619 0.05 -0.13 -0.03 0.132
H -3.247814 -1.571069 1.256218 0.05 0.07 -0.03 0.124
H -2.155602 -1.145712 -3.011992 -0.10 -0.03 -0.09 0.116
H 0.234064 -0.895507 -3.596818 0.01 -0.02 -0.10 0.105
H 1.890140 -0.403957 -1.844227 0.13 -0.02 -0.02 0.118
H 1.040973 -0.477567 1.789080 0.09 0.06 -0.08 0.175
H -1.038635 4.725378 1.747832 -0.15 -0.07 0.17 0.121
H -0.230810 6.751812 0.140249 -0.02 0.23 -0.07 0.111
H 1.709448 6.908345 -1.794230 -0.02 0.04 0.00 0.086
H 1.885796 5.334834 -2.593606 0.01 0.02 -0.09 0.090
H 3.058241 5.832878 -1.378922 0.08 0.06 -0.03 0.088
H 4.552375 2.597605 0.454796 -0.11 -0.07 0.03 0.130
H 4.134741 -6.168701 0.008419 -0.02 -0.03 0.00 0.082
H 5.154485 -5.279640 -1.143201 0.04 -0.09 -0.05 0.077
H 5.605713 -5.338392 0.559899 0.06 -0.09 0.01 0.077
H -1.193761 -0.471095 1.098872 -0.06 -0.01 0.12 0.109
```
Positions in Å, forces in eV/Å.

As for the frontier orbital gap: 0.287 Ha. As for the charge: 0. Its highest occupied orbital energy is -8.37 eV. The value obtained for the LUMO energy is -0.5498 eV. The SMILES is CCCCOc1cccc([C@@H]2C(C(=O)c3ccc(C)o3)=C(O)C(=O)N2c2nnc(C)s2)c1. The energy above the lowest of the compared OMol25 structures with the same formula, charge and spin is 288.5 kJ/mol. The total energy is -1828.89608 Eh.

[2]
Density functional theory data (ωB97M-V/def2-TZVPD) for one molecule with the formula C23H23N5O4S2.

```
57
Properties=species:S:1:pos:R:3:forces:R:3:lowdin_charge:R:1
C 1.528367 1.325639 5.195611 0.00 0.01 -0.04 -0.039
C 1.839895 1.176581 3.741358 -0.65 0.26 -0.28 -0.199
C 0.920281 1.521535 2.807516 0.36 -0.11 0.64 0.053
C 1.217438 1.359693 1.437043 0.18 -0.08 -0.59 -0.262
N 0.473684 1.617409 0.388371 -0.50 0.36 0.98 0.085
N 1.169339 1.272688 -0.697826 0.79 -0.12 -0.27 -0.006
C 2.335621 0.795370 -0.329735 -0.11 0.09 -0.35 -0.555
S 3.520152 0.181637 -1.445576 0.31 -0.16 -0.27 1.026
C 2.705975 0.500791 -3.047471 0.04 -0.06 0.35 -0.338
C 1.650119 -0.550885 -3.387418 0.00 0.38 0.14 -0.532
O 1.902002 -1.499051 -4.095389 0.13 -0.26 -0.20 0.069
N 0.453603 -0.265942 -2.820244 -0.16 0.34 0.08 0.120
C -0.729796 -0.997253 -2.856117 -0.35 -0.27 -0.07 -0.192
C -0.893337 -2.173538 -3.586765 0.14 -0.04 -0.07 0.006
C -2.102363 -2.846459 -3.551700 -0.14 0.15 0.11 -0.055
C -3.160881 -2.364589 -2.796319 -0.21 -0.14 0.01 -0.060
C -2.989110 -1.193761 -2.083262 -0.30 0.12 0.34 -0.270
S -4.338339 -0.507105 -1.125507 0.27 0.06 0.22 0.680
O -5.245911 -1.564335 -0.773868 0.30 -0.09 0.01 -0.282
O -4.861816 0.642629 -1.802858 0.18 0.18 0.04 -0.276
N -3.496261 0.042595 0.212868 -0.49 -0.29 -0.88 -0.259
C -3.180978 -0.956008 1.205395 0.30 -0.29 0.43 -0.168
C -2.031543 -0.413272 2.060166 -0.02 -0.37 -0.25 -0.189
O -2.362403 0.825697 2.641423 -0.07 0.09 0.29 -0.146
C -2.691344 1.785452 1.652567 -0.21 0.10 -0.34 -0.186
C -3.871546 1.306804 0.805437 -0.06 0.51 0.13 -0.161
C -1.797764 -0.504096 -2.104864 0.29 -0.01 -0.17 0.006
N 2.438592 0.831077 1.037300 -0.93 0.33 -0.45 0.087
C 3.417223 0.487096 1.950722 0.60 -0.20 0.69 -0.115
C 4.654431 -0.011842 1.547971 -0.07 0.02 -0.07 -0.022
C 5.608763 -0.337150 2.486055 -0.08 0.03 0.02 -0.063
C 5.340775 -0.169203 3.839884 0.07 -0.02 0.03 -0.070
C 4.121910 0.320487 4.247375 -0.08 0.02 -0.13 -0.017
C 3.124835 0.662965 3.322899 0.32 -0.15 -0.36 -0.097
H 1.620822 0.369238 5.708050 0.01 -0.04 0.10 0.091
H 0.512382 1.688729 5.322003 -0.04 0.02 0.05 0.084
H 2.211932 2.031871 5.665352 0.04 0.02 0.10 0.091
H -0.055453 1.898220 3.064439 -0.14 0.02 0.08 0.118
H 3.516934 0.436799 -3.772651 -0.11 -0.01 0.05 0.086
H 2.293078 1.507201 -3.013242 0.03 0.02 -0.09 0.085
H 0.446425 0.524700 -2.162260 0.18 -0.24 -0.27 0.087
H -0.070327 -2.551509 -4.171244 0.02 -0.01 0.01 0.103
H -2.217773 -3.757281 -4.118975 -0.02 -0.08 -0.04 0.109
H -4.108615 -2.875238 -2.744485 -0.09 -0.13 -0.03 0.112
H -2.883932 -1.869205 0.688395 0.09 -0.10 0.18 0.128
H -4.053508 -1.172073 1.838328 0.07 -0.03 -0.07 0.134
H -1.807919 -1.089047 2.887537 -0.01 -0.03 -0.11 0.130
H -1.142595 -0.297060 1.423289 -0.04 -0.07 0.04 0.110
H -2.948074 2.698018 2.192718 -0.02 -0.01 -0.10 0.129
H -1.818310 1.960524 1.007851 -0.18 0.03 0.07 0.096
H -4.091801 1.999117 -0.005825 0.00 0.15 0.15 0.121
H -4.762491 1.195100 1.441105 0.05 0.05 -0.06 0.136
H -1.698909 0.405247 -1.532870 0.11 0.13 0.08 0.117
H 4.864657 -0.140059 0.498947 0.10 -0.03 0.01 0.037
H 6.564008 -0.721206 2.164479 0.08 -0.04 -0.04 0.110
H 6.091206 -0.423487 4.572575 0.06 -0.02 0.07 0.107
H 3.928740 0.446736 5.300028 -0.04 0.02 0.11 0.107
```
Positions in Å, forces in eV/Å.

As for the frontier orbital gap: 0.304 Ha. As for the charge: 0. Its highest occupied orbital energy is -8.45 eV. The value obtained for the LUMO energy is -0.1919 eV. The SMILES is Cc1cc2nnc(SCC(=O)Nc3cccc(S(=O)(=O)N4CCOCC4)c3)n2c2ccccc12. The energy above the lowest of the compared OMol25 structures with the same formula, charge and spin is 93.7 kJ/mol. The total energy is -2261.39062 Eh.

Number 1: largest force on an atom 1.8 eV/Å. Number 2: largest force on an atom 1.2 eV/Å.